C8H8NO2 | ωB97M-V/def2-TZVPD

CARTESIAN COORDINATES (ANGSTROEM)
1 H 1.13008 0.69069 -1.98504
2 C 2.33565 -0.36985 1.00147
3 H -2.21023 -0.74851 -0.43735
4 H -1.03036 -0.07716 1.44963
5 H 3.20948 -0.59880 1.53560
6 C 1.26269 0.33340 -1.03175
7 N -0.90601 1.85574 -2.26320
8 C -2.37105 0.21650 -0.92060
9 H -2.93880 -0.02631 -1.79714
10 C 1.07834 -0.34985 1.63668
11 C 0.07940 0.42980 -0.32117
12 O 0.11698 2.53090 -2.36957
13 H 3.37638 -0.38301 -0.83514
14 C -1.03112 0.81660 -1.19927
15 H 0.96519 -0.67235 2.62448
16 H -2.99316 0.78226 -0.18563
17 O -1.92839 2.11476 -2.94708
18 C -0.07165 -0.02656 0.97590
19 C 2.41906 -0.08906 -0.36023

Properties
maximum force = 4.76 eV/A
energy = -514.79092 Ha
relative energy (zero: lowest compared OMol25 entry of this formula, charge and spin) = 307.1 kJ/mol
SMILES = CC(c1ccccc1)=[N+]([O-])[O-]
HOMO = -2.4577 eV
total charge = -1
frontier orbital gap = 6.2034 eV

These are the Löwdin partial charges, in e, on atoms 1 to 2: number 1, H, carries 0.07; number 2, C, carries -0.13